w | Below is a cluster of 2 separate species, C4H15N2O in total, with properties calculated with ωB97M-V with the def2-TZVPD basis set.

* LUMO energy: -2.7155 eV
* HOMO energy: -13.25 eV
* total charge: +1
* HOMO-LUMO gap: 10.54 eV

The geometry in XYZ format:
```
22
Properties=species:S:1:pos:R:3:nbo_charge:R:1
C -0.45403 -1.89292 0.02284 -0.251
N 0.81039 -2.50394 0.41205 -0.873
C -0.19082 -0.94224 -1.13578 -0.224
N 0.53764 0.24510 -0.54627 -0.515
C -0.02828 1.67433 -0.50916 -0.226
C 1.02889 2.71021 -0.57358 -0.666
H -1.13452 -2.64673 -0.37500 0.201
H -0.92604 -1.34896 0.86687 0.219
H 1.29397 -2.89810 -0.37778 0.375
H 0.79383 -3.05335 1.25362 0.399
H 0.35240 -1.36764 -1.98930 0.231
H -1.11876 -0.52896 -1.58106 0.230
H 0.76780 -0.00682 0.42579 0.455
H 1.41026 0.25939 -1.07347 0.432
H -0.56321 1.72153 0.45817 0.241
H -0.86298 1.71151 -1.22369 0.228
H 1.44531 3.02468 -1.54867 0.246
H 0.93531 3.59987 0.07640 0.269
H 1.94729 2.25923 -0.12862 0.220
H -2.12365 0.65975 2.93086 0.493
H -2.28157 -0.67805 2.19005 0.478
O -1.63922 0.00213 2.42574 -0.964
```

---

x | Below is a cluster of 2 separate species, C4H15N2O in total, with properties calculated with ωB97M-V with the def2-TZVPD basis set.

* LUMO energy: -2.6692 eV
* HOMO energy: -14.26 eV
* total charge: +1
* HOMO-LUMO gap: 11.59 eV

The geometry in XYZ format:
```
22
Properties=species:S:1:pos:R:3:nbo_charge:R:1
C 0.31842 -1.89376 -0.38862 -0.241
C 1.33360 -0.72582 -0.87966 -0.442
C 0.56427 0.52523 -1.40340 -0.221
C -1.66251 1.40678 -0.43861 -0.439
N -0.39373 0.80865 -0.16875 -0.582
N -0.55996 -1.63041 0.91559 -0.873
H -0.31180 -2.03192 -1.24671 0.202
H 0.96164 -2.73842 -0.10278 0.227
H 1.80355 -1.10338 -1.81192 0.245
H 2.11694 -0.36835 -0.13270 0.231
H 1.32390 1.26434 -1.75070 0.261
H -0.22800 0.10485 -2.17037 0.218
H -2.41689 0.56453 -0.72136 0.220
H -2.09158 1.87405 0.44202 0.237
H -1.62805 2.14344 -1.33357 0.242
H 0.05695 1.39743 0.47491 0.449
H -0.46170 -0.03512 0.42213 0.477
H -0.25270 -2.26503 1.64116 0.392
H -1.46314 -2.12613 0.72990 0.383
H 0.28456 1.68796 2.93925 0.488
H 1.78321 1.62149 2.75793 0.505
O 0.92301 1.51957 2.22626 -0.979
```

---

The structure with the most favorable energy is w; the runner-up is 14.4 kcal/mol above it.

---

w | Below is a cluster of 2 separate species, C4H15N2O in total, with properties calculated with ωB97M-V with the def2-TZVPD basis set.

* LUMO energy: -3.1926 eV
* HOMO energy: -13.22 eV
* total charge: +1
* HOMO-LUMO gap: 10.03 eV

The geometry in XYZ format:
```
22
Properties=species:S:1:pos:R:3:nbo_charge:R:1
C 1.46357 -0.59546 -0.69979 -0.222
N 2.00078 -1.89995 -0.28273 -0.834
C 0.34451 0.12881 0.18671 -0.092
N -0.45195 0.90508 -0.83008 -0.508
C -1.79139 1.45415 -0.34355 -0.408
C 0.93694 1.08019 1.16749 -0.653
H 2.28683 0.18676 -0.93094 0.187
H 1.01609 -0.70852 -1.75850 0.170
H 2.93852 -1.67176 0.04269 0.372
H 2.10287 -2.61125 -0.98814 0.388
H -0.29346 -0.69157 0.62788 0.284
H 0.12680 1.55157 -1.33959 0.432
H -0.83179 0.21921 -1.57165 0.442
H -1.68344 1.54162 0.76962 0.251
H -1.95379 2.21018 -1.02392 0.227
H -2.61417 0.84837 -0.66296 0.238
H 1.75831 0.71953 1.76515 0.262
H 1.34628 1.99034 0.67796 0.223
H 0.13233 1.21322 1.88407 0.229
H -2.23408 -2.26607 0.33169 0.490
H -2.38750 -1.98647 1.93444 0.506
O -2.21224 -1.61799 1.04412 -0.984
```

---

x | Below is a cluster of 2 separate species, C4H15N2O in total, with properties calculated with ωB97M-V with the def2-TZVPD basis set.

* LUMO energy: -3.1471 eV
* HOMO energy: -12.30 eV
* total charge: +1
* HOMO-LUMO gap: 9.15 eV

The geometry in XYZ format:
```
22
Properties=species:S:1:pos:R:3:nbo_charge:R:1
N -1.05705 -0.19440 0.73723 -0.687
C -0.30488 1.09283 0.70678 -0.237
C 0.85735 0.86462 -0.30635 -0.225
N 1.28737 -0.50841 -0.30993 -0.508
C 1.76870 -1.25190 0.84579 -0.458
C 1.82291 -0.92184 -1.62329 -0.401
H -1.98411 -0.14784 1.14832 0.452
H -0.39713 -0.94908 0.98309 0.465
H -1.20831 -0.50502 -0.23315 0.449
H 0.07975 1.30313 1.69970 0.228
H -0.97035 1.83704 0.28278 0.240
H 1.71468 1.54247 -0.18351 0.211
H 0.40626 1.11670 -1.26662 0.213
H 1.69585 -0.72213 1.79695 0.214
H 2.83823 -1.48926 0.77488 0.227
H 1.24119 -2.21313 0.80726 0.199
H 1.01669 -0.89249 -2.34973 0.199
H 2.19481 -1.93561 -1.51861 0.217
H 2.61348 -0.24149 -1.95218 0.195
H -3.46327 1.35689 0.66870 0.464
H -4.42085 0.99813 -0.35323 0.497
O -3.49801 0.90607 -0.18304 -0.954
```

---

The structure with the most favorable energy is x; the runner-up is 9.8 kcal/mol above it.

---

w | Below is the ion CH6N3 with charge +1, with properties calculated with ωB97M-V with the def2-TZVPD basis set.

* LUMO energy (spin up / spin down): -7.0614 / -7.0627 eV
* HOMO energy (spin up / spin down): -14.64 / -14.64 eV
* total charge: +1
* HOMO-LUMO gap (spin up / spin down): 7.58 / 7.57 eV
* SMILES: [H]/N=[NH+]/CN

The geometry in XYZ format:
```
10
Properties=species:S:1:pos:R:3:nbo_charge:R:1
H -2.40954 -0.81041 0.07380 0.413
N -1.32096 -0.65131 0.13385 -0.171
N -0.86242 0.53275 -0.04360 -0.107
C 0.57274 0.53957 -0.03065 -0.105
N 1.15654 -0.70824 -0.15137 -0.794
H -1.28226 1.34072 -0.44604 0.439
H 0.85786 1.00317 0.89867 0.260
H 0.96262 1.23117 -0.75762 0.243
H 1.85825 -0.99125 0.51434 0.414
H 0.46716 -1.48618 -0.19139 0.409
```

---

x | Below is a structure of composition CH6N3, with properties calculated with ωB97M-V with the def2-TZVPD basis set.

* LUMO energy: -5.0964 eV
* HOMO energy: -14.68 eV
* total charge: +1
* HOMO-LUMO gap: 9.59 eV

The geometry in XYZ format:
```
10
Properties=species:S:1:pos:R:3:nbo_charge:R:1
C -1.98130 -0.16520 0.11048 0.088
N 1.55579 0.40983 -0.45512 -0.149
N -1.07732 0.65513 -0.30681 -0.662
N 2.22436 -0.35176 0.23132 -0.309
H -1.89525 -1.26856 -0.09285 0.199
H -2.98212 -0.06095 0.50642 0.218
H -1.17902 1.72440 -0.50396 0.437
H 0.22591 0.38657 -0.54021 0.404
H 3.19086 -0.07425 0.52908 0.399
H 1.91808 -1.25522 0.52165 0.376
```

---

y | Below is the ion CH6N3 with charge +1, with properties calculated with ωB97M-V with the def2-TZVPD basis set.

* LUMO energy: -3.9055 eV
* HOMO energy: -15.59 eV
* total charge: +1
* HOMO-LUMO gap: 11.68 eV
* SMILES: NC(N)=[NH2+]

The geometry in XYZ format:
```
10
Properties=species:S:1:pos:R:3:nbo_charge:R:1
N -0.77565 0.92695 0.75190 -0.799
C 0.02022 -0.16943 0.02851 0.692
N -0.60739 -0.99083 -0.83053 -0.753
N 1.31649 -0.03513 0.32407 -0.764
H -1.70547 0.58987 0.82535 0.411
H -0.17937 1.52025 1.33571 0.433
H -1.63427 -0.93027 -0.77753 0.449
H -0.04866 -1.83010 -1.19687 0.456
H 1.64233 0.22957 1.31601 0.456
H 1.89569 -0.81987 -0.05933 0.419
```

---

The structure with the most favorable energy is y; the runner-up is 71.8 kcal/mol above it.

---

w | Below is an isolated molecule of C4H2N2O, with properties calculated with ωB97M-V with the def2-TZVPD basis set.

* LUMO energy: -0.5681 eV
* HOMO energy: -9.92 eV
* total charge: 0
* HOMO-LUMO gap: 9.35 eV
* SMILES: N#CC#C/C=N/O

The geometry in XYZ format:
```
9
Properties=species:S:1:pos:R:3:nbo_charge:R:1
N 4.30273 0.01561 -0.00863 -0.234
C 3.17533 -0.21880 0.02264 0.212
C 1.79691 -0.14080 -0.03331 -0.097
C 0.58541 -0.16283 -0.05225 0.084
C -0.74339 0.24032 -0.04861 -0.092
N -1.73536 -0.58679 -0.01738 -0.046
O -2.89869 0.11732 -0.00090 -0.530
H -0.92507 1.31655 0.04832 0.217
H -3.55787 -0.58058 0.09012 0.485
```

---

x | Below is an isolated molecule of C4H2N2O, with properties calculated with ωB97M-V with the def2-TZVPD basis set.

* LUMO energy: -0.2651 eV
* HOMO energy: -10.62 eV
* total charge: 0
* HOMO-LUMO gap: 10.36 eV
* SMILES: N#Cc1ccno1

The geometry in XYZ format:
```
9
Properties=species:S:1:pos:R:3:nbo_charge:R:1
N 1.59642 1.96672 -1.43568 -0.254
C 0.66398 1.33606 -0.81875 0.237
C -0.14453 0.34378 -0.15041 0.137
C -0.87122 -0.53348 -0.77384 -0.274
C -0.84712 -1.62602 0.38946 -0.010
N -0.37828 -1.16407 1.49043 -0.097
O 0.21341 0.07808 1.18039 -0.273
H -1.47124 -0.75054 -1.77220 0.286
H -1.56966 -2.61466 0.06714 0.248
```

---

The structure with the most favorable energy is w; the runner-up is 14.9 kcal/mol above it.